Formula: C11H24N2O
Source: OMol25
Level of theory: ωB97M-V with the def2-TZVPD basis set

Computed properties:
LUMO level	0.86	eV
largest force on an atom	4.8	eV/Å
energy relative to the best compared isomer or geometry (same formula, charge and spin)	1.692	eV
structure (SMILES)	COC(C)(C)C/C(C)=N/NC(C)(C)C
frontier orbital gap	8.7	eV
E_HOMO	-7.84	eV

Geometry as ORCA input:
```
! RIJCOSX wB97M-V def2-TZVPD def2/J DEFGRID3
* xyz 0 1
N 0.55578 -0.79315 0.46002
O 2.39386 2.49004 0.21339
C 1.66444 -0.32525 0.08900
N -0.41580 -1.24741 -0.32813
C 2.11015 3.88781 0.22932
C 2.15826 -0.38569 -1.33936
C 1.02015 2.08167 2.16721
C 3.52718 2.19008 2.22911
C -2.11900 -1.78175 1.44113
C -2.56807 -1.61516 -1.00785
C -2.21667 0.41268 0.15840
C 2.62012 0.25527 1.20071
C 2.32149 1.76228 1.40519
C -1.82903 -1.06327 0.06308
H -0.21098 -1.53624 -1.34651
H 1.00193 4.07010 0.06605
H 2.43418 4.32433 1.18842
H 2.65869 4.38836 -0.57676
H 1.98291 -1.42261 -1.73612
H 3.18436 -0.12770 -1.50313
H 1.56742 0.33677 -1.88990
H 0.82866 1.26549 2.78918
H 1.20513 3.11072 2.63378
H 0.20055 2.09794 1.43974
H 3.68440 3.33452 2.22624
H 4.49233 1.76710 1.94511
H 3.44055 1.74447 3.23867
H -1.23261 -1.67342 2.14475
H -2.38519 -2.90025 1.18080
H -3.01248 -1.38881 2.02731
H -2.38266 -2.69576 -1.22895
H -3.63096 -1.46423 -0.94483
H -2.20034 -1.04083 -1.93048
H -1.80246 0.86760 1.08599
H -3.31506 0.65713 0.17888
H -1.73455 0.80980 -0.78994
H 3.63593 0.00366 0.79837
H 2.47613 -0.28755 2.13085
*
```